Record 1
This record from the OMol25 dataset describes C16H24Cl3N5O2V as an isolated structure in a non-equilibrium geometry. The level of theory is ωB97M-V/def2-TZVPD.

Summary:
<S²>   1.23
HOMO level (spin up / spin down)   -14.93 / -14.66 eV
Kohn-Sham gap (spin up / spin down)   6.50 / 7.75 eV

```
! RIJCOSX wB97M-V def2-TZVPD def2/J DEFGRID3
* xyz 2 2
V 0.19004 0.33836 0.03276
N 0.51734 -1.29120 -1.39515
C -0.07684 -2.48256 -0.74070
C -1.52475 -2.14142 -0.45598
N -1.59338 -0.90526 0.37433
C -2.79775 -0.08704 0.01863
C -2.44609 1.20098 -0.73162
N -1.23065 1.01863 -1.55698
C -1.59776 -1.28645 1.81686
C -0.88011 -0.24104 2.64574
N 0.49919 -0.16171 2.11654
H 0.02575 -1.13899 -2.27132
H 1.46664 -1.51296 -1.67970
H 0.47361 -2.68072 0.18317
H -0.01918 -3.37595 -1.36380
H -2.03259 -2.97128 0.03824
H -2.03212 -1.97641 -1.40765
H -3.34768 0.18534 0.91822
H -3.46902 -0.69652 -0.58658
H -2.24170 1.99392 -0.01921
H -3.30156 1.51517 -1.33094
H -0.95585 1.93273 -1.90847
H -1.45769 0.46703 -2.37912
H -1.05414 -2.22716 1.92733
H -2.61498 -1.44838 2.17670
H -0.90335 -0.52103 3.69945
H -1.34721 0.73910 2.54349
H 1.01640 -1.00607 2.35388
H 0.99811 0.61273 2.55728
C 2.42988 0.25706 0.08682
C 3.13602 -0.40970 1.17259
C 3.36420 -1.79759 1.16548
C 4.07257 -2.40426 2.18037
C 4.57885 -1.63384 3.23290
C 4.35614 -0.25562 3.26337
C 3.63449 0.34403 2.25066
C 5.33503 -2.26316 4.27083
N 5.92232 -2.77460 5.11530
H 2.69161 -0.13760 -0.89220
H 2.60613 1.33079 0.11935
H 3.01278 -2.40038 0.33431
H 4.25831 -3.46972 2.16433
H 4.75437 0.33560 4.07667
H 3.47518 1.41597 2.27020
Cl -0.60737 4.57985 -0.58284
C 0.97744 3.83322 -0.28266
Cl 2.20317 5.01776 0.02096
Cl 1.40991 2.82168 -1.71140
C 0.79522 2.85385 0.91424
O 1.36326 2.95497 1.95889
O -0.05453 1.88096 0.62143
*
```

How positive or negative is each atom? The natural (NBO) charges in e answer that: atom 1 (V): 1.622, atom 2 (N): -0.862, atom 3 (C): -0.234, atom 4 (C): -0.229, atom 5 (N): -0.496, atom 6 (C): -0.243, atom 7 (C): -0.239, atom 8 (N): -0.855, atom 9 (C): -0.226, atom 10 (C): -0.237, atom 11 (N): -0.860, atom 12 (H): 0.395, atom 13 (H): 0.412, atom 14 (H): 0.215, atom 15 (H): 0.249, atom 16 (H): 0.249, atom 17 (H): 0.218, atom 18 (H): 0.241, atom 19 (H): 0.230, atom 20 (H): 0.231, atom 21 (H): 0.241, atom 22 (H): 0.428, atom 23 (H): 0.390, atom 24 (H): 0.216, atom 25 (H): 0.245, atom 26 (H): 0.249, atom 27 (H): 0.227, atom 28 (H): 0.416, atom 29 (H): 0.439, atom 30 (C): -0.616, atom 31 (C): 0.018, atom 32 (C): -0.244, atom 33 (C): -0.139, atom 34 (C): -0.111, atom 35 (C): -0.147, atom 36 (C): -0.215, atom 37 (C): 0.222, atom 38 (N): -0.190, atom 39 (H): 0.209, atom 40 (H): 0.239, atom 41 (H): 0.211, atom 42 (H): 0.253, atom 43 (H): 0.258, atom 44 (H): 0.239, atom 45 (Cl): 0.086, atom 46 (C): -0.219, atom 47 (Cl): 0.165, atom 48 (Cl): 0.086, atom 49 (C): 0.737, atom 50 (O): -0.480, atom 51 (O): -0.792

***

Record 2
This record from the OMol25 dataset describes C2H6ClN3S as an isolated structure in a non-equilibrium geometry. The level of theory is ωB97M-V/def2-TZVPD.

Summary:
HOMO level   -8.82 eV
Kohn-Sham gap   9.29 eV

```
! RIJCOSX wB97M-V def2-TZVPD def2/J DEFGRID3
* xyz 0 1
C 0.10889 -0.37354 0.42753
C 1.52537 -0.78169 0.21075
H -2.80391 -1.25928 -0.59844
H -2.06733 0.16701 -0.25902
H 1.69372 -1.31038 -1.09648
H 1.91864 -1.58764 1.13537
H 1.09438 1.31986 0.94740
H -0.26165 1.95700 -1.35758
N -2.06785 -0.83465 -0.06902
N -0.68709 -1.11797 -0.13018
N -0.06840 0.96324 0.97323
S -0.83362 2.17421 -0.02862
Cl 2.44885 0.68383 -0.15494
*
```

How positive or negative is each atom? The natural (NBO) charges in e answer that: atom 1 (C): 0.252, atom 2 (C): -0.432, atom 3 (H): 0.380, atom 4 (H): 0.352, atom 5 (H): 0.269, atom 6 (H): 0.268, atom 7 (H): 0.382, atom 8 (H): 0.101, atom 9 (N): -0.672, atom 10 (N): -0.248, atom 11 (N): -0.793, atom 12 (S): 0.142, atom 13 (Cl): -0.001

***

Record 3
This record from the OMol25 dataset describes a 11-piece molecular cluster, C18H58N2O11 overall in a non-equilibrium geometry. The level of theory is ωB97M-V/def2-TZVPD.

Summary:
HOMO level   -9.09 eV
Structure (SMILES)   NC(N)=O.CCO.CCO.CCO.CCO.CCO.CCO.CCO.CO.CO.CO
Kohn-Sham gap   9.49 eV

```
! RIJCOSX wB97M-V def2-TZVPD def2/J DEFGRID3
* xyz 0 1
N -1.46587 -4.38922 1.48647
C -1.64420 -3.21760 0.89235
N -2.46251 -2.51661 1.58915
O -1.12026 -2.89106 -0.34380
H -0.73635 -5.00187 1.03800
H -1.62288 -4.53428 2.53114
H -2.80926 -1.57926 1.26274
H -2.80303 -2.81365 2.49286
C 2.03623 -2.66148 -0.09082
C 2.22844 -4.07120 -0.59911
O 1.12496 -4.89534 -0.17149
H 2.87107 -2.01089 -0.26087
H 1.73569 -2.66195 0.97331
H 1.26071 -2.20040 -0.67747
H 3.14473 -4.47086 -0.18020
H 2.36248 -4.16043 -1.68181
H 1.37371 -5.75902 -0.55662
C -4.78822 -1.12591 -0.60120
C -3.55975 -0.32333 -0.85655
O -3.06290 0.08927 0.37071
H -5.32106 -1.10972 -1.54512
H -5.36679 -0.70629 0.10794
H -4.50370 -2.10979 -0.26943
H -3.75121 0.65104 -1.34861
H -2.81033 -0.77878 -1.42700
H -2.10807 0.43465 0.30343
C -2.41588 3.57751 -1.21317
C -3.14648 3.51374 -2.55630
O -3.37466 4.76557 -2.95228
H -2.77519 4.30509 -0.56768
H -1.35020 3.73856 -1.27577
H -2.33641 2.57050 -0.75739
H -4.12830 3.02680 -2.50371
H -2.62394 3.03401 -3.36729
H -3.62859 4.75780 -3.88412
C 4.02072 -0.24982 -2.04236
C 3.32782 -0.94893 -3.16423
O 4.29007 -1.33621 -4.02391
H 4.59758 -0.97194 -1.46804
H 3.30834 0.22649 -1.32854
H 4.79752 0.55305 -2.30251
H 2.68314 -0.30737 -3.72396
H 2.81100 -1.83562 -2.80889
H 3.94486 -2.01663 -4.60054
C -0.04306 0.94440 -3.01288
C 0.08126 1.13807 -4.55945
O -0.76902 2.21089 -4.92212
H -0.97758 0.45126 -2.82089
H -0.03405 1.90248 -2.47609
H 0.77352 0.26187 -2.64538
H -0.26954 0.24373 -5.15897
H 1.18944 1.41292 -4.68591
H -0.34141 3.00783 -4.65398
C -2.04506 1.17150 3.51919
C -0.71460 1.86612 3.98853
O 0.16719 1.98210 2.90414
H -2.51698 0.79376 4.42964
H -1.74362 0.27712 2.99539
H -2.69002 1.77011 2.84869
H -0.25496 1.28090 4.73907
H -0.91178 2.86701 4.42572
H 0.86718 2.67223 3.06146
C -0.36134 -1.79608 4.85581
C 0.57412 -1.63517 3.64768
O 1.88978 -1.62681 4.11011
H -0.23640 -2.73749 5.41072
H -1.31071 -1.98944 4.34842
H -0.35409 -0.89714 5.45277
H 0.33218 -0.69136 3.16999
H 0.52107 -2.37884 2.90967
H 2.07719 -2.46871 4.62418
C 0.16716 0.09149 0.13919
O -0.54103 1.29684 0.38326
H 1.04127 0.38514 -0.35544
H -0.38587 -0.49540 -0.57831
H 0.31443 -0.58828 0.99094
H -0.45650 1.43879 1.37014
C 1.88551 3.77254 -1.09033
O 1.15862 3.31920 0.03259
H 2.65321 3.10330 -1.48178
H 2.45137 4.69469 -0.89090
H 1.18770 4.04439 -1.85948
H 0.75843 2.47305 -0.03161
C 3.30712 0.45502 1.61292
O 3.24853 1.82021 1.43645
H 2.40787 0.19283 2.15714
H 4.25336 0.28965 2.17571
H 3.45604 -0.10220 0.68772
H 3.99102 2.18685 0.89895
*
```

How positive or negative is each atom? The Löwdin charges in e answer that: atom 1 (N): 0.127, atom 2 (C): -0.623, atom 3 (N): 0.167, atom 4 (O): -0.108, atom 5 (H): 0.109, atom 6 (H): 0.138, atom 7 (H): 0.100, atom 8 (H): 0.111, atom 9 (C): -0.078, atom 10 (C): -0.288, atom 11 (O): -0.103, atom 12 (H): 0.039, atom 13 (H): 0.085, atom 14 (H): 0.049, atom 15 (H): 0.103, atom 16 (H): 0.109, atom 17 (H): 0.095, atom 18 (C): -0.055, atom 19 (C): -0.338, atom 20 (O): -0.135, atom 21 (H): 0.087, atom 22 (H): 0.040, atom 23 (H): 0.070, atom 24 (H): 0.111, atom 25 (H): 0.087, atom 26 (H): 0.071, atom 27 (C): -0.038, atom 28 (C): -0.375, atom 29 (O): -0.060, atom 30 (H): 0.057, atom 31 (H): 0.052, atom 32 (H): 0.059, atom 33 (H): 0.108, atom 34 (H): 0.090, atom 35 (H): 0.101, atom 36 (C): -0.089, atom 37 (C): -0.379, atom 38 (O): -0.047, atom 39 (H): 0.071, atom 40 (H): 0.053, atom 41 (H): 0.111, atom 42 (H): 0.086, atom 43 (H): 0.108, atom 44 (H): 0.094, atom 45 (C): -0.072, atom 46 (C): -0.291, atom 47 (O): -0.090, atom 48 (H): 0.061, atom 49 (H): 0.066, atom 50 (H): 0.066, atom 51 (H): 0.131, atom 52 (H): 0.119, atom 53 (H): 0.065, atom 54 (C): -0.049, atom 55 (C): -0.280, atom 56 (O): -0.102, atom 57 (H): 0.077, atom 58 (H): 0.035, atom 59 (H): 0.092, atom 60 (H): 0.078, atom 61 (H): 0.124, atom 62 (H): 0.143, atom 63 (C): -0.063, atom 64 (C): -0.341, atom 65 (O): -0.091, atom 66 (H): 0.080, atom 67 (H): 0.052, atom 68 (H): 0.067, atom 69 (H): 0.078, atom 70 (H): 0.075, atom 71 (H): 0.124, atom 72 (C): -0.134, atom 73 (O): -0.170, atom 74 (H): 0.049, atom 75 (H): 0.058, atom 76 (H): 0.083, atom 77 (H): 0.069, atom 78 (C): -0.162, atom 79 (O): -0.115, atom 80 (H): 0.067, atom 81 (H): 0.083, atom 82 (H): 0.053, atom 83 (H): -0.008, atom 84 (C): -0.174, atom 85 (O): -0.128, atom 86 (H): 0.063, atom 87 (H): 0.096, atom 88 (H): 0.038, atom 89 (H): 0.108

***

Record 4
This record from the OMol25 dataset describes C25H26AuN4S as an isolated structure. The level of theory is ωB97M-V/def2-TZVPD.

Summary:
HOMO level   -10.13 eV
Kohn-Sham gap   7.06 eV

```
! RIJCOSX wB97M-V def2-TZVPD def2/J DEFGRID3
* xyz 1 1
Au -0.33968 0.53977 0.09737
C -2.26500 1.02563 -2.01937
N -1.06952 0.15715 -1.80711
C -0.08495 0.42153 -2.88877
C -1.50637 -1.26866 -1.80093
C -1.85988 -1.88766 -2.98367
C -2.27600 -3.21079 -2.97972
C -2.31584 -3.89740 -1.77832
C -1.97343 -3.27779 -0.58700
C -1.58503 -1.93458 -0.56527
N -1.18735 -1.20962 0.54204
C -1.32420 -1.43813 1.89688
C -2.07568 -2.44814 2.50923
C -2.08236 -2.58804 3.88677
C -1.35319 -1.73436 4.70038
C -0.64360 -0.69856 4.11531
C -0.64796 -0.54274 2.74189
N 0.06468 0.61745 2.13112
C 1.52593 0.53660 2.40293
C -0.47005 1.89199 2.69133
H -2.70069 0.79420 -2.99174
H -1.95510 2.06891 -1.99228
H -2.99578 0.82452 -1.24021
H -0.54879 0.25556 -3.85931
H 0.76659 -0.23967 -2.76262
H 0.23562 1.45730 -2.82063
H -1.81342 -1.35406 -3.92354
H -2.54641 -3.69617 -3.90640
H -2.60971 -4.93869 -1.76158
H -1.97084 -3.85682 0.32197
H -2.68472 -3.10735 1.91276
H -2.67431 -3.37840 4.32915
H -1.35295 -1.85524 5.77399
H -0.09695 -0.00796 4.74508
H 1.69598 0.58564 3.47797
H 2.02106 1.37194 1.91291
H 1.90659 -0.40154 2.01136
H -0.29222 1.92204 3.76538
H -1.53981 1.94349 2.50392
H 0.03782 2.72665 2.21560
S 2.07834 4.18628 -1.08232
C 0.52153 4.68020 -0.60673
C -0.25438 3.62318 -0.23202
C 0.42327 2.37527 -0.33158
C 1.70914 2.52599 -0.79384
C 2.68521 1.45877 -1.07423
C 3.99070 1.72966 -1.47970
C 4.84823 0.67573 -1.73727
C 4.38864 -0.62440 -1.58652
C 3.07796 -0.80614 -1.18136
N 2.24444 0.20183 -0.93154
H 0.25685 5.72581 -0.61935
H -1.27324 3.74073 0.11353
H 4.33181 2.75089 -1.59002
H 5.86515 0.86760 -2.05253
H 5.02463 -1.47650 -1.77905
H 2.66923 -1.80287 -1.05232
*
```

How positive or negative is each atom? The natural (NBO) charges in e answer that: atom 1 (Au): 1.344, atom 2 (C): -0.417, atom 3 (N): -0.427, atom 4 (C): -0.417, atom 5 (C): 0.141, atom 6 (C): -0.227, atom 7 (C): -0.236, atom 8 (C): -0.164, atom 9 (C): -0.249, atom 10 (C): 0.128, atom 11 (N): -0.681, atom 12 (C): 0.131, atom 13 (C): -0.252, atom 14 (C): -0.162, atom 15 (C): -0.238, atom 16 (C): -0.226, atom 17 (C): 0.137, atom 18 (N): -0.428, atom 19 (C): -0.415, atom 20 (C): -0.417, atom 21 (H): 0.214, atom 22 (H): 0.224, atom 23 (H): 0.226, atom 24 (H): 0.206, atom 25 (H): 0.238, atom 26 (H): 0.229, atom 27 (H): 0.220, atom 28 (H): 0.230, atom 29 (H): 0.228, atom 30 (H): 0.224, atom 31 (H): 0.225, atom 32 (H): 0.228, atom 33 (H): 0.231, atom 34 (H): 0.218, atom 35 (H): 0.212, atom 36 (H): 0.226, atom 37 (H): 0.230, atom 38 (H): 0.211, atom 39 (H): 0.225, atom 40 (H): 0.231, atom 41 (S): 0.482, atom 42 (C): -0.398, atom 43 (C): -0.311, atom 44 (C): -0.334, atom 45 (C): -0.314, atom 46 (C): 0.172, atom 47 (C): -0.233, atom 48 (C): -0.141, atom 49 (C): -0.256, atom 50 (C): 0.054, atom 51 (N): -0.509, atom 52 (H): 0.255, atom 53 (H): 0.230, atom 54 (H): 0.230, atom 55 (H): 0.233, atom 56 (H): 0.236, atom 57 (H): 0.203